# 1
Below is a single C5H7N molecule in a non-equilibrium geometry, with properties calculated with ωB97M-V with the def2-TZVPD basis set.

HOMO level: -0.237 Ha
Energy relative to the best compared isomer or geometry (same formula, charge and spin): 564.6 kJ/mol
Total charge: 0
Kohn-Sham gap: 6.4 eV

Last column: Mulliken charge in e.
Geometry (Å):
N1 -0.126200 -0.283716 0.632265  0.100
C1 0.126367 -0.805875 1.770066  -0.195
C2 1.231630 0.720248 -0.952977  -0.586
C3 0.150835 0.999245 0.099833  -0.526
C4 -0.546312 -0.880214 -0.647658  -0.541
C5 -0.225425 0.495447 -1.250053  -0.382
H1 0.113684 -1.692447 -0.970677  0.362
H2 -0.935368 1.009803 -1.865693  0.388
H3 1.499633 1.737429 -1.258281  0.078
H4 0.452094 -0.153482 2.559259  0.275
H5 -0.102926 -1.842992 1.803583  0.288
H6 -0.045102 1.895055 0.676537  0.452
H7 -1.592910 -1.198501 -0.596203  0.288

Forces on atoms 1 to 6 (eV/Å):
0.75 -1.10 2.30
-0.92 0.59 -1.44
0.19 0.38 -0.36
-0.14 0.32 0.21
-0.03 -0.02 -0.27
-0.22 0.31 -0.83

=====

# 2
Below is a single C5H7N molecule, with properties calculated with ωB97M-V with the def2-TZVPD basis set.

SMILES: [H]/N=C1/[C@@H]2C[C@]12C
HOMO level: -0.322 Ha
Energy relative to the best compared isomer or geometry (same formula, charge and spin): 281.5 kJ/mol
Total charge: 0
Kohn-Sham gap: 9.7 eV

Last column: Mulliken charge in e.
Geometry (Å):
N1 -1.503856 -1.815154 -0.456609  -0.797
C1 0.121006 -0.141335 -1.476452  -0.519
C2 -0.287758 0.760823 1.356485  -1.170
C3 1.371710 0.218865 -0.741991  -0.439
C4 -0.507751 -1.032125 -0.541617  0.657
C5 0.162003 0.063941 0.114904  0.387
H1 -0.305098 0.342384 -2.348525  0.275
H2 2.207371 -0.471719 -0.640273  0.214
H3 1.693396 1.249943 -0.914607  0.233
H4 -0.245081 1.852070 1.353916  0.332
H5 -1.810896 -1.855499 0.518474  0.242
H6 -1.291883 0.428512 1.641996  0.285
H7 0.396837 0.399294 2.134300  0.301

Forces on atoms 1 to 6 (eV/Å):
0.19 0.10 0.12
-0.18 0.03 -0.25
-0.06 0.07 0.00
0.17 -0.02 0.03
-0.06 0.15 -0.08
-0.01 -0.19 0.36

=====

# 3
Below is a single C5H7N molecule in a non-equilibrium geometry, with properties calculated with ωB97M-V with the def2-TZVPD basis set.

SMILES: C#C[C@@H]1N[C@@H]1C
HOMO level: -0.333 Ha
Energy relative to the best compared isomer or geometry (same formula, charge and spin): 300.2 kJ/mol
Total charge: 0
Kohn-Sham gap: 10.2 eV

Last column: Mulliken charge in e.
Geometry (Å):
N1 -0.456617 1.562636 0.156754  -0.604
C1 -1.199200 -0.874731 0.406998  -1.231
C2 1.588691 0.106939 -0.244375  -0.704
C3 -0.989923 0.343361 -0.423520  0.223
C4 2.558744 -0.467588 0.166378  0.455
C5 0.436245 0.799223 -0.685690  -0.476
H1 -1.360112 -1.754181 -0.219714  0.304
H2 -1.775010 0.562778 -1.154332  0.357
H3 -2.082183 -0.745933 1.033253  0.323
H4 0.360062 1.160400 -1.715665  0.325
H5 -0.340367 -1.092884 1.046072  0.297
H6 3.425211 -0.974747 0.522510  0.407
H7 -0.165546 1.374724 1.111325  0.324

Forces on atoms 1 to 6 (eV/Å):
0.13 0.37 0.99
-0.34 -0.26 0.34
0.42 -0.30 0.36
0.41 -0.22 0.50
0.03 -0.01 -0.01
-2.07 0.12 -2.61

=====

# 4
Below is a single C5H7N molecule in a non-equilibrium geometry, with properties calculated with ωB97M-V with the def2-TZVPD basis set.

SMILES: C1[C@@H]2[C@H]1[C@@H]1N[C@H]21
HOMO level: -0.317 Ha
Energy relative to the best compared isomer or geometry (same formula, charge and spin): 381.9 kJ/mol
Total charge: 0
Kohn-Sham gap: 9.8 eV

Last column: Mulliken charge in e.
Geometry (Å):
N1 -1.581080 -0.213998 0.792874  -0.631
C1 -0.868125 0.923172 -0.039872  -0.336
C2 0.671685 0.817412 -0.212844  -0.111
C3 0.435710 -0.684470 -0.633004  -0.367
C4 1.222249 -0.298158 0.578225  -0.709
C5 -1.075187 -0.433088 -0.520945  -0.152
H1 -1.754120 -0.700545 -1.314034  0.408
H2 -1.387386 1.840595 -0.330078  0.349
H3 0.924005 -0.444450 1.609912  0.185
H4 1.298164 1.675851 -0.493434  0.410
H5 2.282786 -0.448922 0.393474  0.256
H6 0.812023 -1.414602 -1.346965  0.419
H7 -0.980720 -0.618801 1.516695  0.277

Forces on atoms 1 to 6 (eV/Å):
0.70 1.65 -0.03
-0.48 -0.17 0.70
0.05 -0.24 0.00
0.27 0.14 -0.39
0.13 -0.16 0.35
-0.10 -0.29 -0.56

=====

# 5
Below is a single C5H7N molecule in a non-equilibrium geometry, with properties calculated with ωB97M-V with the def2-TZVPD basis set.

HOMO level (alpha / beta): -0.322 / -0.311 Ha
Energy relative to the best compared isomer or geometry (same formula, charge and spin): 492.4 kJ/mol
Total charge: 0
Kohn-Sham gap (alpha / beta): 8.4 / 8.6 eV

Last column: Mulliken charge in e.
Geometry (Å):
N1 -2.053741 -0.656177 -2.069472  -0.427
C1 0.013763 0.628550 -1.106928  -0.528
C2 1.261059 0.537732 1.073756  -0.939
C3 0.579823 -0.182384 0.066271  0.368
C4 -0.906164 -0.933840 0.909966  -0.716
C5 -1.147664 -0.079545 -1.643159  0.271
H1 -0.891639 -1.983320 1.297599  0.273
H2 -0.294680 1.620313 -0.755791  0.258
H3 -1.628759 -0.425011 1.595131  0.274
H4 1.135544 -1.064260 -0.267856  0.270
H5 2.101440 0.123453 1.626578  0.295
H6 1.108063 1.612311 1.205203  0.282
H7 0.722955 0.802178 -1.931298  0.320

Forces on atoms 1 to 6 (eV/Å):
0.76 0.52 0.26
-0.14 0.01 0.08
0.68 0.83 0.86
-2.59 -1.72 0.56
1.38 0.26 0.06
-0.89 -0.36 -0.67

=====

# 6
Below is a single C5H7N molecule, with properties calculated with ωB97M-V with the def2-TZVPD basis set.

SMILES: Cc1ccc[nH]1
HOMO level: -0.293 Ha
Energy relative to the best compared isomer or geometry (same formula, charge and spin): 11.7 kJ/mol
Total charge: 0
Kohn-Sham gap: 9.0 eV

Last column: Mulliken charge in e.
Geometry (Å):
N1 0.369405 0.672465 -0.751427  -0.053
C1 -0.299575 -0.044568 1.224916  -0.529
C2 -0.394070 -1.669873 -0.891377  -1.149
C3 0.613204 1.694894 0.127424  -0.469
C4 0.233621 1.265490 1.368435  -0.401
C5 -0.176197 -0.409566 -0.101241  0.365
H1 1.021501 2.638718 -0.203855  0.387
H2 0.336999 1.808068 2.298985  0.378
H3 0.503045 -1.890287 -1.487148  0.305
H4 0.469645 0.731084 -1.750913  0.213
H5 -1.233689 -1.595118 -1.593897  0.279
H6 -0.839326 -0.540207 2.015086  0.374
H7 -0.568205 -2.537506 -0.250384  0.300

Forces on atoms 1 to 6 (eV/Å):
-0.01 -0.02 -0.02
-0.14 0.01 -0.23
-0.07 -0.04 0.03
0.08 0.10 0.01
-0.09 0.19 0.03
0.02 0.12 -0.02

=====

# 7
Below is a single C5H7N molecule in a non-equilibrium geometry, with properties calculated with ωB97M-V with the def2-TZVPD basis set.

SMILES: C1=C[C@H]2N[C@H]2C1
HOMO level: -0.290 Ha
Energy relative to the best compared isomer or geometry (same formula, charge and spin): 333.3 kJ/mol
Total charge: 0
Kohn-Sham gap: 9.0 eV

Last column: Mulliken charge in e.
Geometry (Å):
N1 -1.713710 0.033282 0.007984  -0.533
C1 -0.708814 0.986635 0.383062  -0.165
C2 -0.693753 -0.599010 0.818560  -0.266
C3 1.117252 -0.060701 -0.655411  -0.351
C4 0.480004 -1.229845 0.066454  -0.671
C5 0.525586 1.107891 -0.385283  -0.557
H1 1.186442 -1.735125 0.735581  0.330
H2 -1.106518 1.805117 0.993574  0.472
H3 -0.517656 -0.022296 1.733305  0.387
H4 0.156677 -2.012719 -0.647231  0.272
H5 -1.515103 -0.174843 -0.969200  0.309
H6 0.871086 2.079911 -0.707626  0.398
H7 1.918508 -0.178299 -1.373764  0.376

Forces on atoms 1 to 6 (eV/Å):
-0.29 0.20 -0.23
0.02 0.48 -0.75
0.68 1.22 -0.22
0.15 0.19 -0.13
0.04 0.26 0.15
0.06 -0.01 -0.54

=====

# 8
Below is a single C5H7N molecule in a non-equilibrium geometry, with properties calculated with ωB97M-V with the def2-TZVPD basis set.

HOMO level: -0.396 Ha
Energy relative to the best compared isomer or geometry (same formula, charge and spin): 268.9 kJ/mol
Total charge: 0
Kohn-Sham gap: 11.6 eV

Last column: Mulliken charge in e.
Geometry (Å):
N1 -1.702434 -1.027855 0.777799  -0.288
C1 0.287375 0.898171 0.594187  -0.515
C2 -2.358289 -0.653633 1.694498  -0.068
C3 -0.829438 0.022922 0.020129  -0.024
C4 0.237797 -0.856982 -0.665326  -0.595
C5 1.187926 0.358486 -0.546989  -0.525
H1 1.149618 0.996446 -1.436829  0.243
H2 0.086240 1.971356 0.660904  0.297
H3 2.234139 0.151878 -0.302987  0.306
H4 -1.458073 0.542941 -0.702921  0.333
H5 -0.006543 -1.256865 -1.653725  0.323
H6 0.617039 0.528226 1.570109  0.261
H7 0.554643 -1.675091 -0.008849  0.253

Forces on atoms 1 to 6 (eV/Å):
-0.13 2.73 0.61
-0.09 -0.01 0.59
-0.10 -0.66 0.01
0.06 -3.02 -0.90
0.28 0.78 -0.50
0.33 0.06 -0.12

=====

# 9
Below is a gas-phase ion, C5H7N2 (charge +1) in a non-equilibrium geometry, with properties calculated with ωB97M-V with the def2-TZVPD basis set.

SMILES: C#C[C@@H]1N=CC[NH2+]1
HOMO level: -0.548 Ha
Energy relative to the best compared isomer or geometry (same formula, charge and spin): 424.0 kJ/mol
Total charge: +1
Kohn-Sham gap: 10.9 eV

Last column: Mulliken charge in e.
Geometry (Å):
N1 -0.988670 0.570732 -0.081471  -0.223
N2 0.987505 -0.084873 1.193841  -0.404
C1 0.014366 -0.850988 1.575614  0.058
C2 0.553075 0.781716 0.089300  0.262
C3 -1.189310 -0.733774 0.586030  -0.465
C4 1.379386 0.458527 -1.052187  -0.886
C5 1.910717 0.203267 -2.105266  0.152
H1 -1.382418 1.508320 0.235461  0.398
H2 -1.116795 -1.481592 -0.279058  0.264
H3 -0.011207 -1.556184 2.453587  0.360
H4 0.625583 1.868741 0.386024  0.302
H5 -1.018071 0.467822 -1.120136  0.370
H6 -2.119905 -0.830816 1.074616  0.409
H7 2.355742 -0.320897 -2.956356  0.403

Forces on atoms 1 to 6 (eV/Å):
1.66 1.16 -1.41
-2.12 -0.53 1.35
0.61 1.06 -1.67
1.50 0.86 1.84
0.67 -1.25 -0.46
-0.46 0.16 -1.57

=====

# 10
Below is a gas-phase ion, C5H7N2 (charge +1) in a non-equilibrium geometry, with properties calculated with ωB97M-V with the def2-TZVPD basis set.

SMILES: C#C[N@+]1(C)CC=N1
HOMO level: -0.570 Ha
Energy relative to the best compared isomer or geometry (same formula, charge and spin): 678.5 kJ/mol
Total charge: +1
Kohn-Sham gap: 11.3 eV

Last column: Mulliken charge in e.
Geometry (Å):
N1 0.027010 -0.040867 0.311594  0.524
N2 -0.895166 1.000743 1.139757  -0.387
C1 1.376039 0.303543 0.093064  -0.518
C2 2.427771 0.743775 -0.268070  0.178
C3 -0.009776 -1.530200 0.706193  -0.672
C4 -1.541145 1.218454 0.071582  0.268
C5 -0.817127 0.309985 -0.903804  -0.742
H1 -0.405243 0.873545 -1.811700  0.299
H2 -2.210703 2.152778 -0.151819  0.347
H3 0.892747 -2.089766 0.472792  0.333
H4 -0.106075 -1.509833 1.821540  0.336
H5 3.483133 1.128606 -0.386673  0.418
H6 -0.817073 -2.121285 0.189075  0.317
H7 -1.404395 -0.439475 -1.283535  0.301

Forces on atoms 1 to 6 (eV/Å):
1.09 -1.56 -1.03
1.28 -1.21 -0.18
-0.82 0.85 0.22
1.92 0.55 0.43
-1.15 -0.47 1.30
-0.57 2.36 -2.16

=====

Q: Number 3 is which compound?
A: C5H7N

=====

Q: Which value of energy relative to the best compared isomer or geometry (same formula, charge and spin) does entry 9 give?
A: 424.0 kJ/mol

=====

Q: Which of these has the lowest energy relative to the best compared isomer or geometry (same formula, charge and spin)?
A: number 6